No. 1
DFT (the ωB97M-V functional and the def2-TZVPD basis) results for a molecular structure, C9H25MnN2O16S3 in a non-equilibrium geometry.

```
! RIJCOSX wB97M-V def2-TZVPD def2/J DEFGRID3
* xyz -1 6
Mn 0.04 -0.82 0.34
N -1.41 -1.85 -2.41
O -0.99 -0.90 -1.66
O -2.47 -1.66 -3.04
O -0.81 -2.91 -2.48
N 2.83 -1.55 -1.34
O 1.97 -0.85 -0.68
O 2.77 -2.76 -1.33
O 3.68 -0.93 -2.01
O -0.06 -2.78 0.66
H -0.57 -3.11 1.41
O 0.20 1.32 -0.09
S 0.28 2.72 0.07
O 1.06 3.30 1.11
O 0.81 3.24 -1.32
C 1.28 4.60 -1.37
C 1.04 5.14 -2.77
C -1.36 3.36 0.06
H 2.34 4.61 -1.10
H 0.81 5.23 -0.61
H 1.56 4.57 -3.53
H 1.27 6.21 -2.75
H -0.02 5.06 -3.04
H -1.97 2.80 0.76
H -1.78 3.16 -0.93
H -1.32 4.43 0.26
O 1.42 -0.39 1.99
S 2.66 -0.05 2.62
O 2.71 0.67 3.85
O 3.42 -1.39 2.85
C 3.39 -2.33 1.74
C 4.71 -3.05 1.71
C 3.68 0.80 1.46
H 3.23 -1.84 0.78
H 2.52 -2.99 1.80
H 5.50 -2.32 1.51
H 4.70 -3.82 0.94
H 4.97 -3.43 2.70
H 4.01 0.13 0.68
H 4.53 1.21 2.00
H 3.12 1.62 1.01
O -1.95 -0.32 1.13
S -3.28 -0.30 0.60
O -3.68 0.80 -0.21
O -3.44 -1.64 -0.16
C -4.55 -1.79 -1.08
C -4.67 -3.26 -1.37
C -4.43 -0.55 1.93
H -4.31 -1.31 -2.03
H -5.45 -1.30 -0.70
H -5.50 -3.46 -2.06
H -4.86 -3.86 -0.47
H -3.77 -3.60 -1.88
H -4.25 0.19 2.70
H -4.25 -1.55 2.31
H -5.41 -0.49 1.47
*
```

Output
**Largest force on an atom**: 2.522 eV Å⁻¹
**LUMO (alpha / beta)**: 1.919 / 1.918 eV
**E_HOMO (alpha / beta)**: -4.39 / -5.09 eV

---

No. 2
DFT (the ωB97M-V functional and the def2-TZVPD basis) results for a molecular structure, Br2CrO4S in a non-equilibrium geometry.

```
! RIJCOSX wB97M-V def2-TZVPD def2/J DEFGRID3
* xyz -1 4
Cr 0.41 -0.12 1.28
S -0.28 0.23 -1.27
O -0.79 0.68 0.02
O 0.43 1.19 -2.19
O 0.78 -0.55 -0.53
O -1.31 -0.64 -1.97
Br 0.80 1.74 2.82
Br -0.04 -2.54 1.83
*
```

Output
**Largest force on an atom**: 7.579 eV Å⁻¹
**LUMO (alpha / beta)**: 0.980 / 2.685 eV
**E_HOMO (alpha / beta)**: -6.51 / -6.64 eV